--- 1 ---
Formula: C3H4OS
Source: the OMol25 dataset
Level of theory: ωB97M-V/def2-TZVPD

The geometry in ORCA input format:
```
! RIJCOSX wB97M-V def2-TZVPD def2/J DEFGRID3
* xyz 0 1
C 1.982 0.066 1.735
C 1.126 0.249 0.162
C -0.374 -0.149 0.160
O 1.928 0.538 2.836
S 2.612 -0.777 0.440
H 1.329 1.267 -0.269
H -0.585 -0.756 1.114
H -0.473 -0.702 -0.750
H -0.871 0.723 0.185
*
```

The molecular weight comes out at 88.13 g/mol. The value obtained for the HOMO-LUMO gap is 9.08 eV.

The molecule's natural (NBO) atomic charges, reported in e, are given here:
1 C 0.395
2 C -0.437
3 C -0.615
4 O -0.508
5 S 0.302
6 H 0.216
7 H 0.216
8 H 0.214
9 H 0.218


--- 2 ---
Formula: C3H4OS
Source: the OMol25 dataset
Level of theory: ωB97M-V/def2-TZVPD

The geometry in ORCA input format:
```
! RIJCOSX wB97M-V def2-TZVPD def2/J DEFGRID3
* xyz 0 1
C 1.838 -0.467 0.622
C 0.581 -0.664 0.006
C -0.545 0.189 -0.379
O 0.927 -1.792 -0.312
S 2.916 0.485 -0.168
H 2.118 -1.076 1.472
H -0.835 0.824 0.455
H -1.385 -0.405 -0.731
H -0.205 0.834 -1.191
*
```

The molecular weight comes out at 88.13 g/mol. The value obtained for the HOMO-LUMO gap is 8.57 eV.

The molecule's natural (NBO) atomic charges, reported in e, are given here:
1 C -0.281
2 C 0.529
3 C -0.718
4 O -0.456
5 S -0.078
6 H 0.227
7 H 0.248
8 H 0.250
9 H 0.279


Quick one: most stable of them? 2


--- 1 ---
Formula: C3H4OS
Source: the OMol25 dataset
Level of theory: ωB97M-V/def2-TZVPD

The geometry in ORCA input format:
```
! RIJCOSX wB97M-V def2-TZVPD def2/J DEFGRID3
* xyz 0 1
C 0.261 0.539 -0.020
C 1.123 -0.498 -0.602
C -1.086 0.157 0.471
O 0.644 1.641 0.049
S 1.309 -2.048 -0.304
H 1.940 -0.115 -1.262
H -1.984 0.666 -0.037
H -1.235 0.568 1.576
H -0.972 -0.910 0.128
*
```

The molecular weight comes out at 88.13 g/mol. The value obtained for the HOMO-LUMO gap is 7.80 eV.

The molecule's natural (NBO) atomic charges, reported in e, are given here:
1 C 0.490
2 C -0.406
3 C -0.748
4 O -0.479
5 S 0.164
6 H 0.225
7 H 0.255
8 H 0.266
9 H 0.235


--- 2 ---
Formula: C3H4OS
Source: the OMol25 dataset
Level of theory: ωB97M-V/def2-TZVPD

The geometry in ORCA input format:
```
! RIJCOSX wB97M-V def2-TZVPD def2/J DEFGRID3
* xyz 0 1
C 0.785 0.017 -0.165
C -0.238 1.214 -0.125
C -0.229 -1.034 -0.133
H 0.030 1.936 -0.838
H -0.116 1.680 0.952
H -0.012 -1.449 0.977
H -0.664 -2.183 -0.753
O 1.970 -0.134 0.058
S -1.526 -0.046 0.026
*
```

The molecular weight comes out at 88.13 g/mol. The value obtained for the HOMO-LUMO gap is 9.00 eV.

The molecule's natural (NBO) atomic charges, reported in e, are given here:
1 C 0.576
2 C -0.639
3 C -0.726
4 H 0.246
5 H 0.241
6 H 0.247
7 H 0.261
8 O -0.496
9 S 0.288


--- 3 ---
Formula: C3H4OS
Source: the OMol25 dataset
Level of theory: ωB97M-V/def2-TZVPD

The geometry in ORCA input format:
```
! RIJCOSX wB97M-V def2-TZVPD def2/J DEFGRID3
* xyz 0 1
C 1.180 0.393 -0.250
C -0.176 0.334 0.346
C -1.126 -0.712 -0.095
H 1.512 1.202 -0.846
H 0.075 0.365 1.504
H -0.724 1.314 0.035
H -0.690 -1.346 -0.935
O -2.303 -0.742 0.103
S 2.252 -0.809 0.138
*
```

The molecular weight comes out at 88.13 g/mol. The value obtained for the HOMO-LUMO gap is 8.33 eV.

The molecule's natural (NBO) atomic charges, reported in e, are given here:
1 C -0.220
2 C -0.623
3 C 0.449
4 H 0.204
5 H 0.289
6 H 0.249
7 H 0.104
8 O -0.492
9 S 0.040


--- 4 ---
Formula: C3H4OS
Source: the OMol25 dataset
Level of theory: ωB97M-V/def2-TZVPD

The geometry in ORCA input format:
```
! RIJCOSX wB97M-V def2-TZVPD def2/J DEFGRID3
* xyz 0 1
C 0.841 2.015 -1.062
C 0.765 1.490 0.028
C -1.157 -1.665 -0.080
O 1.369 -0.447 1.686
S 0.325 0.556 1.460
H 0.929 2.374 -2.029
H -0.168 -1.709 -0.630
H -1.899 -0.917 -0.406
H -1.006 -1.697 1.032
*
```

The molecular weight comes out at 88.13 g/mol. The value obtained for the HOMO-LUMO gap (alpha / beta) is 8.88 / 7.77 eV.

The molecule's natural (NBO) atomic charges, reported in e, are given here:
1 C -0.141
2 C -0.352
3 C -0.507
4 O -0.788
5 S 1.048
6 H 0.233
7 H 0.176
8 H 0.167
9 H 0.163


Quick one: most stable of them? 3


--- 1 ---
Formula: C3H4OS
Source: the OMol25 dataset
Level of theory: ωB97M-V/def2-TZVPD

The geometry in ORCA input format:
```
! RIJCOSX wB97M-V def2-TZVPD def2/J DEFGRID3
* xyz 0 1
C 2.204 -0.073 -1.657
C -0.377 -0.123 -1.162
C -0.116 -0.277 0.299
O 2.875 0.279 -0.755
S 0.799 -0.527 -2.374
H -1.024 0.713 -1.215
H 0.678 0.425 0.590
H 0.087 -1.339 0.562
H -0.953 0.222 0.759
*
```

The molecular weight comes out at 88.13 g/mol. The value obtained for the HOMO-LUMO gap (alpha / beta) is 7.16 / 8.24 eV.

The molecule's natural (NBO) atomic charges, reported in e, are given here:
1 C 0.308
2 C -0.430
3 C -0.673
4 O -0.463
5 S 0.400
6 H 0.191
7 H 0.217
8 H 0.223
9 H 0.228


--- 2 ---
Formula: C3H4OS
Source: the OMol25 dataset
Level of theory: ωB97M-V/def2-TZVPD

The geometry in ORCA input format:
```
! RIJCOSX wB97M-V def2-TZVPD def2/J DEFGRID3
* xyz 0 1
C -0.259 -1.850 -0.007
C -0.775 -0.383 0.166
C 0.169 0.820 0.171
O 0.473 -2.083 -0.898
S -2.414 -0.135 0.218
H -0.749 -2.726 0.474
H 0.963 0.627 0.960
H -0.270 1.732 0.372
H 0.586 0.895 -0.786
*
```

The molecular weight comes out at 88.13 g/mol. The value obtained for the HOMO-LUMO gap (alpha / beta) is 8.17 / 8.17 eV.

The molecule's natural (NBO) atomic charges, reported in e, are given here:
1 C 0.370
2 C -0.137
3 C -0.667
4 O -0.483
5 S 0.069
6 H 0.145
7 H 0.226
8 H 0.234
9 H 0.243


Quick one: most stable of them? 2


--- 1 ---
Formula: C3H4OS
Source: the OMol25 dataset
Level of theory: ωB97M-V/def2-TZVPD

The geometry in ORCA input format:
```
! RIJCOSX wB97M-V def2-TZVPD def2/J DEFGRID3
* xyz 0 1
C 0.268 -0.052 -0.257
C -0.710 -0.064 -1.375
C -0.029 0.316 0.992
O -2.718 1.253 -2.072
S -1.748 1.116 -1.000
H 1.359 0.184 -0.681
H -0.554 -0.757 -2.223
H -1.083 0.169 1.315
H 0.838 0.591 1.703
*
```

The molecular weight comes out at 88.13 g/mol. The value obtained for the HOMO-LUMO gap is 8.78 eV.

The molecule's natural (NBO) atomic charges, reported in e, are given here:
1 C -0.239
2 C -0.564
3 C -0.409
4 O -0.916
5 S 1.220
6 H 0.212
7 H 0.262
8 H 0.209
9 H 0.226


--- 2 ---
Formula: C3H4OS
Source: the OMol25 dataset
Level of theory: ωB97M-V/def2-TZVPD

The geometry in ORCA input format:
```
! RIJCOSX wB97M-V def2-TZVPD def2/J DEFGRID3
* xyz 0 1
C -0.302 1.795 0.134
C -0.877 0.434 0.062
C 0.079 -0.741 0.281
O 0.780 2.128 -0.333
S -2.453 0.152 -0.095
H -0.925 2.472 0.675
H -0.268 -1.765 0.396
H 0.690 -0.551 1.102
H 0.930 -0.529 -0.398
*
```

The molecular weight comes out at 88.13 g/mol. The value obtained for the HOMO-LUMO gap is 8.01 eV.

The molecule's natural (NBO) atomic charges, reported in e, are given here:
1 C 0.363
2 C -0.185
3 C -0.688
4 O -0.482
5 S 0.116
6 H 0.138
7 H 0.247
8 H 0.236
9 H 0.256


Quick one: most stable of them? 2


--- 1 ---
Formula: C4H10N
Source: the OMol25 dataset
Level of theory: ωB97M-V/def2-TZVPD

The geometry in ORCA input format:
```
! RIJCOSX wB97M-V def2-TZVPD def2/J DEFGRID3
* xyz 0 2
C -1.506 1.582 0.838
C -0.545 2.260 -0.198
C 0.481 1.209 -0.678
C 0.332 -0.144 -0.559
N 1.204 -3.972 -0.144
H -0.783 1.048 1.506
H -2.067 0.767 0.361
H -2.166 2.231 1.429
H 0.135 3.000 0.290
H -1.127 2.843 -0.911
H 1.214 1.727 -1.294
H 1.173 -0.751 -0.164
H 1.032 -2.951 -0.136
H 0.491 -4.687 -0.294
H 2.131 -4.161 -0.047
*
```

The molecular weight comes out at 72.13 g/mol. The value obtained for the HOMO-LUMO gap (alpha / beta) is 9.76 / 8.99 eV.

The molecule's natural (NBO) atomic charges, reported in e, are given here:
1 C -0.618
2 C -0.442
3 C -0.245
4 C -0.156
5 N -1.134
6 H 0.208
7 H 0.217
8 H 0.214
9 H 0.212
10 H 0.223
11 H 0.212
12 H 0.176
13 H 0.379
14 H 0.392
15 H 0.363


--- 2 ---
Formula: C4H10N
Source: the OMol25 dataset
Level of theory: ωB97M-V/def2-TZVPD

The geometry in ORCA input format:
```
! RIJCOSX wB97M-V def2-TZVPD def2/J DEFGRID3
* xyz 0 2
C 1.413 -0.187 -1.572
C 0.988 -0.461 -0.217
H 2.157 -0.830 -2.027
H 1.059 0.626 -2.175
H 1.830 -0.475 0.520
H 0.749 -1.543 -0.055
C -0.134 0.407 0.403
C -1.076 1.103 -0.494
N -0.973 -0.477 1.368
H 0.317 1.161 1.043
H -0.970 2.164 -0.626
H -1.801 0.496 -1.023
H -1.681 -0.973 0.857
H -0.437 -1.141 1.955
H -1.440 0.128 2.045
*
```

The molecular weight comes out at 72.13 g/mol. The value obtained for the HOMO-LUMO gap (alpha / beta) is 5.76 / 5.74 eV.

The molecule's natural (NBO) atomic charges, reported in e, are given here:
1 C -0.289
2 C -0.526
3 H 0.165
4 H 0.204
5 H 0.205
6 H 0.189
7 C -0.083
8 C -0.952
9 N -0.725
10 H 0.199
11 H 0.206
12 H 0.172
13 H 0.424
14 H 0.383
15 H 0.426


Quick one: most stable of them? 1


--- 1 ---
Formula: C4H5NO2
Source: the OMol25 dataset
Level of theory: ωB97M-V/def2-TZVPD

The geometry in ORCA input format:
```
! RIJCOSX wB97M-V def2-TZVPD def2/J DEFGRID3
* xyz 0 1
O -1.993 -1.622 0.520
C -1.139 -0.760 0.379
N -0.822 -0.181 -0.822
C 0.520 0.300 -0.969
C 0.949 0.862 0.349
O 0.076 1.237 1.305
C -0.184 -0.248 1.385
H -1.319 -0.526 -1.621
H 0.613 0.934 -1.856
H 1.264 -0.513 -1.083
H 1.897 1.465 0.222
H 0.060 -0.981 2.172
*
```

The molecular weight comes out at 99.09 g/mol. The value obtained for the HOMO-LUMO gap (alpha / beta) is 8.82 / 8.82 eV.

The molecule's natural (NBO) atomic charges, reported in e, are given here:
1 O -0.593
2 C 0.590
3 N -0.609
4 C -0.289
5 C 0.185
6 O -0.473
7 C -0.079
8 H 0.405
9 H 0.215
10 H 0.208
11 H 0.204
12 H 0.235


--- 2 ---
Formula: C4H5NO2
Source: the OMol25 dataset
Level of theory: ωB97M-V/def2-TZVPD

The geometry in ORCA input format:
```
! RIJCOSX wB97M-V def2-TZVPD def2/J DEFGRID3
* xyz 0 1
C 0.277 1.912 -0.444
C 0.180 0.440 -0.491
C 0.860 -0.436 -1.283
O 0.340 -1.735 -0.685
C -0.400 -1.489 0.329
O -0.510 -2.417 1.262
N -0.684 -0.218 0.449
H -0.680 2.370 -0.704
H 0.586 2.272 0.548
H 1.036 2.178 -1.179
H 0.148 -3.054 0.947
H -1.152 0.178 1.251
*
```

The molecular weight comes out at 99.09 g/mol. The value obtained for the HOMO-LUMO gap is 8.69 eV.

The molecule's natural (NBO) atomic charges, reported in e, are given here:
1 C -0.638
2 C -0.093
3 C -0.049
4 O -0.478
5 C 0.842
6 O -0.633
7 N -0.555
8 H 0.210
9 H 0.204
10 H 0.250
11 H 0.514
12 H 0.426


--- 3 ---
Formula: C4H5NO2
Source: the OMol25 dataset
Level of theory: ωB97M-V/def2-TZVPD

The geometry in ORCA input format:
```
! RIJCOSX wB97M-V def2-TZVPD def2/J DEFGRID3
* xyz 0 1
C -1.474 0.323 0.004
C -1.352 -0.908 0.090
C -1.341 1.662 -0.184
C 2.230 0.157 0.399
N 1.953 -0.784 -0.420
O 0.801 -1.281 -0.657
O -1.467 -2.151 0.321
H -1.369 2.232 -1.109
H -1.175 2.349 0.721
H 1.360 0.792 0.932
H 3.255 0.412 0.352
H -1.420 -2.802 -0.450
*
```

The molecular weight comes out at 99.09 g/mol. The value obtained for the HOMO-LUMO gap (alpha / beta) is 9.46 / 6.35 eV.

The molecule's natural (NBO) atomic charges, reported in e, are given here:
1 C -0.177
2 C 0.417
3 C -0.413
4 C -0.237
5 N 0.019
6 O -0.310
7 O -0.638
8 H 0.214
9 H 0.201
10 H 0.200
11 H 0.199
12 H 0.524


Quick one: most stable of them? 2